Computed, not measured: a single C5H13NO molecule in a non-equilibrium geometry, with ωB97M-V/def2-TZVPD.

Calculated values
E_tot	-328.2768	Eh
E_HOMO	-9.36	eV
multiplicity	1
SMILES	CC[C@@H](C)NCO
orbital gap	10.384	eV
E_LUMO	1.02	eV
total charge	0

Structure (XYZ):
```
20
Properties=species:S:1:pos:R:3:lowdin_charge:R:1
H -2.028 0.953 1.581 0.073
H -1.263 -1.083 -1.415 0.107
H -0.570 1.038 -0.556 0.138
H 1.981 0.994 1.023 0.088
C -1.129 0.563 2.054 -0.105
H -0.533 1.441 2.327 0.061
C -0.331 -1.064 -1.968 -0.266
H 0.727 2.297 0.630 0.073
O -0.053 -2.440 -2.335 -0.085
C 0.240 0.422 -0.126 -0.433
H 1.909 1.719 -0.555 0.075
C 1.291 1.434 0.301 -0.059
H 1.480 -0.171 -1.600 0.101
N 0.721 -0.587 -1.087 -0.022
H -1.434 0.115 2.997 0.068
H -0.317 -0.562 -2.936 0.122
H 0.394 -1.034 1.472 0.111
H -1.177 -0.924 0.670 0.091
H 0.441 -2.769 -1.568 0.074
C -0.350 -0.343 1.091 -0.212
```

=====

Computed, not measured: a molecular structure, C5H13NO in a non-equilibrium geometry, with ωB97M-V/def2-TZVPD.

Calculated values
E_tot	-328.1569	Eh
E_HOMO	-8.05	eV
multiplicity	1
orbital gap	8.714	eV
E_LUMO	0.66	eV
total charge	0

Structure (XYZ):
```
20
Properties=species:S:1:pos:R:3:lowdin_charge:R:1
H -1.550 -0.762 -2.256 0.087
N 0.037 -0.634 -0.952 -0.085
H -1.545 -1.299 3.112 0.063
H -1.271 0.877 -1.688 0.078
H 2.086 -1.095 -0.578 0.116
C 0.475 1.976 0.068 -0.068
C -0.904 -1.522 2.247 -0.256
H 1.817 0.270 -1.739 0.119
H -0.634 -0.841 0.130 0.071
C -0.767 -0.046 -2.000 -0.110
H 1.096 0.248 1.246 0.116
H -0.193 0.178 -2.907 0.083
H 0.569 2.341 -0.954 0.081
H 1.030 2.635 0.741 0.091
C 0.963 0.586 0.229 -0.083
H -1.160 -2.534 1.891 0.066
C 1.447 -0.263 -0.861 -0.195
H -0.570 2.016 0.386 0.090
H 0.133 -1.575 2.628 0.056
O -1.057 -0.555 1.257 -0.318
```

=====

Computed, not measured: 2 unconnected molecules or ions with the total composition C5H13NO in a non-equilibrium geometry, with ωB97M-V/def2-TZVPD.

Calculated values
E_tot	-328.2663	Eh
E_HOMO	-7.66	eV
multiplicity	1
SMILES	C/C=C(\C)NC.O
orbital gap	8.407	eV
E_LUMO	0.75	eV
total charge	0

Structure (XYZ):
```
20
Properties=species:S:1:pos:R:3:lowdin_charge:R:1
H 1.208 -2.128 -1.910 0.072
H 0.073 -2.154 0.759 0.078
H -0.394 0.949 -1.813 0.091
C 1.570 -2.074 -0.887 -0.116
C -1.826 -0.639 1.546 -0.123
H -1.187 1.221 0.742 0.108
C 0.440 0.721 -1.145 -0.025
H 0.742 3.473 0.746 0.038
H -2.810 -0.250 1.809 0.078
H -1.305 -0.917 2.470 0.081
O 0.284 3.990 0.072 -0.063
H 0.735 1.663 -0.681 0.053
C -0.063 -0.279 -0.136 -0.374
H 1.853 -3.048 -0.494 0.063
H 2.481 -1.479 -0.792 0.069
C 0.488 -1.494 0.010 -0.131
H -0.463 3.513 -0.302 0.022
H -2.032 -1.551 0.972 0.083
N -1.063 0.225 0.692 -0.067
H 1.273 0.257 -1.658 0.065
```

=====

Computed, not measured: 2 unconnected molecules or ions with the total composition C5H13NO in a non-equilibrium geometry, with ωB97M-V/def2-TZVPD.

Calculated values
E_tot	-328.1735	Eh
E_HOMO	-8.74	eV
multiplicity	1
SMILES	C=CC[C@H](C)N.O
orbital gap	9.806	eV
E_LUMO	1.07	eV
total charge	0

Structure (XYZ):
```
20
Properties=species:S:1:pos:R:3:lowdin_charge:R:1
H -0.795 0.129 -0.044 0.065
H 3.229 1.099 -1.652 0.074
C 2.952 0.994 -0.569 -0.073
H -4.242 -2.943 5.146 0.060
O -4.314 -3.107 4.167 -0.076
C 1.450 0.755 -0.098 -0.411
H 2.072 -1.066 0.567 0.031
C 0.521 1.067 -1.284 -0.166
N 1.162 -0.674 0.408 -0.015
H -2.244 1.207 -2.540 0.082
H 1.135 0.819 -2.196 0.113
H 0.395 2.172 -1.286 0.115
H 1.326 1.201 0.816 0.086
H 3.661 0.223 -0.284 0.048
H -2.563 -0.541 -1.740 0.054
C -1.893 0.330 -1.911 -0.023
H -5.100 -2.619 3.938 0.016
H 0.966 -1.353 -0.399 0.097
H 3.154 1.974 0.024 0.099
C -0.870 0.333 -1.064 -0.177
```

=====

Computed, not measured: 2 unconnected molecules or ions with the total composition C5H13NO in a non-equilibrium geometry, with ωB97M-V/def2-TZVPD.

Calculated values
E_tot	-328.2603	Eh
E_HOMO	-8.12	eV
multiplicity	1
SMILES	C=C(CC)NC.O
orbital gap	8.993	eV
E_LUMO	0.88	eV
total charge	0

Structure (XYZ):
```
20
Properties=species:S:1:pos:R:3:lowdin_charge:R:1
H -1.687 -1.462 -0.831 0.019
H -2.349 -0.830 -1.970 0.041
C 0.665 -0.496 2.093 -0.092
H 0.872 -1.534 -0.433 0.048
H 0.379 1.002 -1.785 0.102
C 0.770 0.608 -0.845 -0.195
C 1.316 -0.817 -1.118 -0.103
C -0.293 0.862 0.206 -0.398
H 1.310 -1.029 1.411 0.056
H 2.395 -0.891 -0.949 0.070
H -1.739 2.261 0.842 0.047
H 1.632 1.254 -0.654 0.111
N -0.430 0.080 1.347 -0.051
H 1.111 -1.073 -2.158 0.069
H -1.128 2.525 -0.864 0.050
H 1.270 0.177 2.694 0.079
H -1.236 0.337 1.884 0.113
C -1.037 1.975 0.065 0.015
H 0.218 -1.233 2.767 0.087
O -2.042 -1.715 -1.701 -0.069
```

=====

Computed, not measured: 2 unconnected molecules or ions with the total composition C5H13NO in a non-equilibrium geometry, with ωB97M-V/def2-TZVPD.

Calculated values
E_tot	-328.3105	Eh
E_HOMO	-9.85	eV
multiplicity	1
SMILES	CC(N)=O.CCC
orbital gap	10.653	eV
E_LUMO	0.80	eV
total charge	0

Structure (XYZ):
```
20
Properties=species:S:1:pos:R:3:lowdin_charge:R:1
H 0.248 3.905 -0.650 0.070
H -0.076 0.943 0.180 0.071
N -1.339 -1.479 -0.827 0.157
C -0.289 -1.931 -0.091 -0.603
H 0.048 2.721 -1.852 0.064
C 0.678 2.420 1.529 -0.133
H -0.231 2.892 1.951 0.075
C 0.462 1.888 0.127 -0.326
H 1.272 -3.437 -0.191 0.081
H 1.598 -2.001 -1.095 0.083
H 0.506 -3.110 -1.760 0.077
H -1.234 3.062 -0.682 0.067
C 0.801 -2.676 -0.794 -0.015
H -2.009 -0.882 -0.376 0.107
H 1.431 1.559 -0.259 0.101
H -1.488 -1.725 -1.784 0.094
H 1.479 3.156 1.600 0.068
O -0.178 -1.663 1.098 0.023
C -0.166 2.901 -0.798 -0.131
H 0.794 1.662 2.319 0.071
```

=====

Computed, not measured: 2 unconnected molecules or ions with the total composition C5H13NO in a non-equilibrium geometry, with ωB97M-V/def2-TZVPD.

Calculated values
E_tot	-328.2832	Eh
E_HOMO	-9.88	eV
multiplicity	1
SMILES	CC(N)=O.CCC
orbital gap	10.641	eV
E_LUMO	0.76	eV
total charge	0

Structure (XYZ):
```
20
Properties=species:S:1:pos:R:3:lowdin_charge:R:1
O -0.247 0.959 -3.373 0.040
H 0.712 -0.553 2.862 0.092
H 2.520 -1.960 2.377 0.066
H -0.633 -1.793 0.876 0.069
C 1.863 -1.751 1.529 -0.128
H -0.350 -0.368 0.031 0.037
H -1.269 -0.218 1.482 0.067
N -1.930 0.389 -2.100 0.112
C -0.811 1.247 -2.337 -0.555
H -2.402 0.644 -1.245 0.073
C -0.416 -0.739 1.067 -0.134
H -1.797 -0.583 -2.304 0.091
H 0.544 2.740 -1.597 0.090
H 2.383 -1.731 0.568 0.072
H 1.373 0.352 1.445 0.095
H 1.326 -2.710 1.428 0.066
C 0.919 -0.578 1.800 -0.298
H -1.186 2.786 -0.852 0.097
C -0.351 2.211 -1.298 -0.006
H -0.249 1.657 -0.359 0.054
```

=====

Computed, not measured: 3 unconnected molecules or ions with the total composition C5H13NO in a non-equilibrium geometry, with ωB97M-V/def2-TZVPD.

Calculated values
E_tot	-327.9871	Eh
E_HOMO	-7.34	eV
multiplicity	1
orbital gap	3.784	eV
E_LUMO	-3.56	eV
total charge	0

Structure (XYZ):
```
20
Properties=species:S:1:pos:R:3:lowdin_charge:R:1
H 3.374 -0.286 0.999 0.103
H -0.941 -0.591 -2.409 0.100
H 3.174 1.275 0.217 0.085
C 3.029 0.211 0.080 -0.156
H -0.140 0.291 0.816 0.023
N 1.660 -0.151 -0.160 0.032
H 1.070 1.590 0.816 0.111
O -2.958 -0.201 1.092 -0.250
H -1.539 1.371 -0.152 0.048
H 1.306 0.193 1.871 0.101
H -1.957 -0.857 0.480 0.017
H -1.329 1.754 -1.936 0.062
H -3.398 -0.452 1.913 -0.024
H -0.307 -1.736 -0.003 0.067
H 3.648 -0.156 -0.727 0.074
C -1.095 -0.274 -1.378 -0.231
C -1.387 1.011 -1.153 0.024
H -1.871 -2.124 -0.861 0.079
C -1.254 -1.367 -0.396 -0.103
C 0.914 0.500 0.893 -0.163
```

=====

Computed, not measured: 2 unconnected molecules or ions with the total composition C5H13NO in a non-equilibrium geometry, with ωB97M-V/def2-TZVPD.

Calculated values
E_tot	-328.2953	Eh
E_HOMO	-9.76	eV
multiplicity	1
SMILES	CC(N)=O.CCC
orbital gap	10.681	eV
E_LUMO	0.92	eV
total charge	0

Structure (XYZ):
```
20
Properties=species:S:1:pos:R:3:lowdin_charge:R:1
H -2.890 0.675 -0.936 0.066
H -0.286 0.064 2.810 0.097
H -0.532 -0.108 -2.482 0.093
N 0.534 -0.175 2.287 0.140
H 3.041 0.848 1.121 0.087
C 1.058 0.874 1.513 -0.583
H 0.285 -1.952 -1.431 0.080
C -0.343 -1.382 -0.725 -0.120
H -0.919 -2.012 -0.065 0.071
C 2.183 0.638 0.496 0.000
O 0.628 1.989 1.704 0.034
H 0.385 -0.860 -0.124 -0.012
H -1.881 -1.119 -2.100 0.087
H -1.462 0.748 0.125 0.046
C -1.795 0.767 -0.904 -0.095
H 0.600 -1.121 1.955 0.079
H 2.079 1.236 -0.396 0.088
H 2.120 -0.400 0.187 0.054
H -1.640 1.730 -1.384 0.066
C -1.163 -0.439 -1.652 -0.277
```

=====

Computed, not measured: 2 unconnected molecules or ions with the total composition C5H13NO in a non-equilibrium geometry, with ωB97M-V/def2-TZVPD.

Calculated values
E_tot	-328.2560	Eh
E_HOMO	-7.65	eV
multiplicity	1
SMILES	C/C=C/N.CCO
orbital gap	8.637	eV
E_LUMO	0.99	eV
total charge	0

Structure (XYZ):
```
20
Properties=species:S:1:pos:R:3:lowdin_charge:R:1
C -2.824 -0.698 0.666 -0.091
H 1.341 2.610 -1.809 0.086
H 3.540 -1.477 -0.849 0.056
H -0.117 2.002 -2.436 0.074
H -3.425 0.199 0.612 0.070
H 2.964 0.911 -1.074 0.092
H -2.538 -0.660 2.880 0.103
O -0.999 0.247 1.829 -0.114
C -2.007 -0.783 1.940 -0.317
H 2.520 -1.223 0.536 0.064
H -2.108 -0.676 -0.164 0.060
H -0.515 0.218 2.689 0.096
H -1.475 -1.756 1.931 0.110
H 1.844 -2.028 -0.895 0.078
H 0.106 -0.112 -1.344 0.109
C 2.170 0.162 -1.087 -0.198
N 0.623 1.893 -1.760 0.027
C 0.952 0.591 -1.428 -0.253
H -3.385 -1.635 0.469 0.082
C 2.522 -1.205 -0.567 -0.135
```

=====

Computed, not measured: 2 unconnected molecules or ions with the total composition C5H13NO in a non-equilibrium geometry, with ωB97M-V/def2-TZVPD.

Calculated values
E_tot	-328.2395	Eh
E_HOMO	-8.10	eV
multiplicity	1
SMILES	CC/C(C)=C/N.O
orbital gap	8.794	eV
E_LUMO	0.70	eV
total charge	0

Structure (XYZ):
```
20
Properties=species:S:1:pos:R:3:lowdin_charge:R:1
C 0.891 0.526 -2.222 -0.066
H 2.487 -0.580 -0.490 0.114
H 2.744 -0.173 1.884 0.086
C 1.905 0.216 0.000 -0.254
H 0.050 0.841 -2.842 0.053
H 1.142 0.492 2.080 0.059
O -4.000 -1.804 2.197 -0.075
H -0.776 1.091 0.838 0.100
C 0.624 0.521 -0.719 -0.304
H 1.260 -1.253 1.460 0.081
H 1.663 1.224 -2.555 0.083
H -2.367 0.068 -0.733 0.075
N -1.776 0.855 -0.956 0.017
H -1.507 1.245 -1.839 0.046
H 2.562 1.077 0.043 0.105
C -0.560 0.810 -0.179 -0.158
C 1.685 -0.227 1.460 -0.122
H 1.090 -0.510 -2.525 0.085
H -3.493 -2.613 2.004 0.037
H -3.625 -1.805 3.095 0.037
```

=====

Computed, not measured: 2 unconnected molecules or ions with the total composition C5H13NO in a non-equilibrium geometry, with ωB97M-V/def2-TZVPD.

Calculated values
E_tot	-328.2086	Eh
E_HOMO	-9.26	eV
multiplicity	1
SMILES	C=CCCCN.O
orbital gap	10.242	eV
E_LUMO	0.98	eV
total charge	0

Structure (XYZ):
```
20
Properties=species:S:1:pos:R:3:lowdin_charge:R:1
H 1.589 0.180 0.753 0.123
O -2.172 -2.019 -0.440 -0.093
C -0.603 0.225 1.759 -0.246
C 0.628 0.750 0.925 -0.138
H 1.732 -0.158 -2.610 0.070
H -0.721 -1.440 2.775 0.045
H -0.869 1.189 -0.763 0.106
H 1.442 2.514 -1.150 0.097
H 0.672 1.808 1.131 0.083
C 0.182 0.843 -0.663 -0.230
H 2.829 1.398 -2.901 0.046
C 1.273 1.485 -1.480 -0.225
H -0.113 -0.161 -1.065 0.099
N -0.535 -1.227 1.853 0.014
H -0.631 0.657 2.791 0.113
H -2.020 -2.248 0.473 -0.015
H 0.202 -1.692 1.596 0.003
C 2.019 0.893 -2.404 -0.004
H -1.534 0.484 1.237 0.098
H -2.453 -2.966 -0.542 0.056
```